The following is a quantum chemistry calculation of a structure of composition C69H176F6HgN12O26S2 in a non-equilibrium geometry, from the OMol25 dataset.

Computed properties:
- Gap between HOMO and LUMO: 8.6 eV
- E_tot: -187664.476 eV

Each line ends with the Löwdin charge.
Positions of all 292 atoms, in Å:
Hg: 3.02 -3.05 1.05  1.366
C: 5.67 -4.63 5.27  -0.571
F: 5.60 -4.38 6.63  0.090
F: 6.96 -4.38 4.87  0.075
F: 5.33 -5.90 5.05  0.109
S: 4.50 -3.49 4.26  0.494
O: 4.86 -2.17 4.63  -0.267
O: 4.86 -3.84 2.89  -0.362
O: 3.27 -4.10 4.78  -0.326
C: -0.08 0.75 0.04  -0.650
F: 0.03 0.82 1.38  0.119
F: -1.25 1.28 -0.31  0.120
F: 0.85 1.50 -0.50  0.123
S: 0.21 -1.03 -0.62  0.550
O: -0.71 -1.85 0.19  -0.332
O: -0.04 -0.95 -2.06  -0.318
O: 1.64 -1.12 -0.28  -0.354
C: 1.26 4.89 -4.34  -0.059
C: -0.02 5.41 -3.70  -0.449
C: -0.08 5.12 -2.18  -0.244
O: -1.31 5.47 -1.69  -0.189
C: -2.28 4.41 -1.74  -0.068
N: -0.12 6.83 -3.87  0.049
H: 1.44 3.84 -4.10  0.039
H: 2.13 5.50 -4.07  0.076
H: 1.15 4.98 -5.43  0.080
H: -0.86 4.74 -4.08  0.138
H: 0.77 5.61 -1.67  0.121
H: 0.11 4.06 -1.91  0.123
H: -2.12 3.67 -0.97  0.071
H: -2.22 3.87 -2.71  0.071
H: -3.30 4.80 -1.60  0.092
H: -0.84 7.24 -3.27  0.088
H: -0.30 7.05 -4.84  0.074
C: -2.80 -6.48 -4.63  -0.045
C: -2.76 -5.73 -6.01  -0.447
C: -1.46 -5.01 -6.20  -0.241
O: -1.26 -3.95 -5.29  -0.211
C: 0.09 -3.73 -4.97  -0.097
N: -2.90 -6.73 -7.03  0.035
H: -1.99 -7.19 -4.71  0.059
H: -3.71 -7.12 -4.49  0.085
H: -2.78 -5.88 -3.67  0.069
H: -3.57 -4.97 -6.02  0.147
H: -1.30 -4.58 -7.21  0.130
H: -0.66 -5.84 -6.17  0.144
H: 0.08 -2.95 -4.23  0.063
H: 0.62 -3.45 -5.92  0.100
H: 0.52 -4.65 -4.56  0.088
H: -2.43 -6.49 -7.91  0.083
H: -2.50 -7.60 -6.79  0.047
C: 5.17 4.57 4.21  -0.049
C: 4.24 3.38 4.15  -0.401
C: 3.34 3.17 5.34  -0.190
O: 2.59 4.33 5.55  -0.192
C: 1.97 4.45 6.79  -0.096
N: 3.52 3.46 2.86  0.053
H: 4.59 5.51 4.25  0.061
H: 5.85 4.47 3.35  0.085
H: 5.84 4.59 5.08  0.084
H: 4.92 2.51 4.05  0.142
H: 3.87 2.93 6.26  0.132
H: 2.67 2.35 5.08  0.100
H: 1.47 3.52 7.05  0.082
H: 1.27 5.29 6.78  0.091
H: 2.72 4.63 7.54  0.082
H: 2.78 2.76 2.87  0.074
H: 2.98 4.32 2.82  0.040
C: -3.44 -4.91 -0.68  -0.062
C: -4.02 -5.50 0.57  -0.418
C: -5.27 -6.34 0.35  -0.182
O: -5.72 -6.77 1.65  -0.221
C: -6.91 -7.53 1.66  -0.102
N: -2.95 -6.20 1.34  0.061
H: -2.63 -4.26 -0.47  0.048
H: -4.15 -4.32 -1.27  0.062
H: -3.08 -5.69 -1.36  0.080
H: -4.39 -4.67 1.16  0.118
H: -4.96 -7.23 -0.19  0.119
H: -6.10 -5.85 -0.22  0.140
H: -6.90 -8.34 0.97  0.073
H: -7.69 -6.82 1.33  0.094
H: -6.96 -7.84 2.69  0.088
H: -3.35 -6.77 2.12  0.102
H: -2.47 -6.85 0.79  0.043
C: 2.74 1.33 -3.26  -0.023
C: 2.28 0.52 -4.45  -0.424
C: 3.30 0.76 -5.54  -0.175
O: 2.89 0.09 -6.74  -0.228
C: 3.46 0.58 -7.93  -0.101
N: 2.09 -0.86 -4.08  0.108
H: 3.76 1.06 -3.06  0.079
H: 2.25 0.95 -2.36  0.063
H: 2.64 2.38 -3.37  0.052
H: 1.36 0.93 -4.89  0.110
H: 4.25 0.35 -5.21  0.120
H: 3.36 1.81 -5.80  0.129
H: 3.40 1.69 -7.99  0.091
H: 2.88 0.20 -8.77  0.093
H: 4.52 0.40 -8.12  0.085
H: 1.51 -1.32 -4.77  0.067
H: 1.64 -0.88 -3.19  0.031
C: -6.46 -0.99 -0.06  -0.070
C: -6.18 -1.42 -1.44  -0.493
C: -4.68 -1.52 -1.74  -0.203
O: -4.57 -1.84 -3.12  -0.196
C: -3.21 -2.26 -3.47  -0.071
N: -6.86 -2.64 -1.76  0.058
H: -7.50 -0.68 -0.07  0.077
H: -5.87 -0.07 0.24  0.089
H: -6.33 -1.78 0.70  0.088
H: -6.56 -0.62 -2.07  0.123
H: -4.26 -2.35 -1.12  0.113
H: -4.06 -0.64 -1.49  0.114
H: -2.96 -3.28 -3.14  0.071
H: -2.44 -1.61 -2.99  0.079
H: -3.07 -2.20 -4.56  0.080
H: -6.49 -3.03 -2.63  0.086
H: -7.85 -2.57 -1.62  0.068
C: -2.20 1.29 7.36  -0.066
C: -1.07 1.24 6.38  -0.399
C: 0.09 0.43 6.95  -0.245
O: 0.51 0.89 8.21  -0.186
C: 1.74 0.16 8.52  -0.084
N: -1.61 0.59 5.12  0.062
H: -3.09 1.66 6.79  0.074
H: -1.95 1.95 8.17  0.071
H: -2.33 0.27 7.75  0.094
H: -0.81 2.28 6.06  0.148
H: 0.98 0.60 6.24  0.118
H: 0.00 -0.64 6.95  0.113
H: 1.94 0.49 9.54  0.088
H: 2.61 0.38 7.84  0.097
H: 1.59 -0.91 8.56  0.080
H: -1.79 -0.38 5.34  0.053
H: -2.52 0.99 4.88  0.036
C: 4.79 -2.88 -5.60  -0.037
C: 5.31 -2.89 -4.14  -0.482
C: 6.61 -2.07 -3.93  -0.029
O: 4.29 -2.46 -3.28  -0.092
H: 3.88 -3.57 -5.69  0.107
H: 5.63 -3.27 -6.20  0.083
H: 4.54 -1.88 -5.92  0.050
H: 5.40 -3.94 -3.97  0.113
H: 7.09 -2.38 -3.00  0.054
H: 6.47 -1.00 -3.91  0.074
H: 7.38 -2.31 -4.67  0.078
H: 3.75 -1.76 -3.65  0.031
C: 3.88 4.82 -1.16  -0.075
C: 4.94 4.99 -0.17  -0.552
C: 4.67 6.05 0.85  -0.062
O: 5.24 3.75 0.45  -0.090
H: 3.83 5.71 -1.83  0.093
H: 2.88 4.72 -0.74  0.066
H: 4.09 3.93 -1.80  0.086
H: 5.82 5.30 -0.73  0.131
H: 3.83 5.66 1.48  0.060
H: 4.42 6.95 0.26  0.089
H: 5.53 6.29 1.47  0.082
H: 4.69 3.63 1.30  0.055
C: -0.52 1.22 -7.34  -0.042
C: -0.82 -0.22 -6.97  -0.486
C: -2.11 -0.83 -7.48  -0.051
O: 0.22 -1.17 -7.37  -0.088
H: -0.40 1.30 -8.45  0.100
H: 0.37 1.58 -6.81  0.061
H: -1.39 1.83 -6.96  0.097
H: -0.94 -0.21 -5.85  0.109
H: -2.20 -0.79 -8.57  0.085
H: -2.98 -0.32 -7.11  0.067
H: -2.19 -1.88 -7.16  0.075
H: 1.10 -0.76 -7.07  0.074
C: -0.95 1.70 -3.59  -0.110
O: -2.15 2.06 -4.24  -0.183
C: -3.02 0.94 -4.18  -0.231
C: -4.42 1.32 -4.61  -0.175
N: -5.12 2.36 -3.85  -0.016
C: -4.90 2.28 -2.43  -0.226
C: -5.73 3.28 -1.68  -0.218
O: -5.42 3.23 -0.27  -0.214
C: -6.25 4.12 0.43  -0.121
H: -0.21 2.45 -3.83  0.071
H: -0.58 0.74 -3.93  0.064
H: -1.07 1.67 -2.51  0.072
H: -3.11 0.56 -3.13  0.103
H: -2.53 0.11 -4.75  0.101
H: -5.01 0.37 -4.53  0.129
H: -4.48 1.58 -5.64  0.102
H: -4.82 3.25 -4.14  0.088
H: -3.88 2.40 -2.04  0.104
H: -5.15 1.26 -2.09  0.109
H: -6.82 3.20 -1.80  0.132
H: -5.43 4.24 -2.08  0.108
H: -6.20 5.13 0.02  0.086
H: -5.94 4.10 1.51  0.090
H: -7.29 3.76 0.33  0.090
C: -6.00 1.84 5.97  -0.064
O: -4.94 1.62 4.97  -0.250
C: -5.43 1.91 3.66  -0.219
C: -4.32 1.42 2.72  -0.204
N: -4.16 0.01 2.94  -0.066
C: -3.07 -0.67 2.26  -0.201
C: -3.17 -2.17 2.45  -0.201
O: -2.56 -2.42 3.73  -0.209
C: -2.62 -3.82 3.97  -0.123
H: -5.66 1.58 6.96  0.073
H: -6.81 1.11 5.70  0.099
H: -6.33 2.88 5.92  0.087
H: -5.74 2.95 3.57  0.103
H: -6.35 1.29 3.56  0.123
H: -3.44 2.05 3.00  0.089
H: -4.56 1.56 1.62  0.122
H: -4.14 -0.27 3.94  0.121
H: -2.11 -0.31 2.64  0.100
H: -3.09 -0.38 1.19  0.111
H: -2.67 -2.70 1.62  0.099
H: -4.20 -2.55 2.49  0.117
H: -2.44 -4.41 3.09  0.039
H: -3.63 -4.13 4.33  0.101
H: -1.86 -4.13 4.72  0.095
C: 0.15 8.72 5.79  -0.109
O: 0.93 7.68 5.18  -0.195
C: 1.61 8.23 4.02  -0.223
C: 2.47 7.19 3.34  -0.204
N: 1.80 5.98 2.84  -0.069
C: 0.92 6.24 1.75  -0.193
C: -0.15 5.09 1.57  -0.190
O: -0.93 5.05 2.76  -0.191
C: -1.94 4.02 2.64  -0.093
H: -0.45 9.30 5.09  0.081
H: 0.81 9.48 6.25  0.085
H: -0.43 8.28 6.61  0.088
H: 2.32 9.07 4.34  0.142
H: 0.88 8.65 3.34  0.101
H: 3.12 6.90 4.16  0.096
H: 3.18 7.69 2.63  0.126
H: 1.27 5.54 3.62  0.117
H: 1.50 6.36 0.80  0.113
H: 0.25 7.15 1.84  0.126
H: 0.39 4.13 1.55  0.116
H: -0.74 5.27 0.68  0.098
H: -1.48 3.07 2.35  0.070
H: -2.67 4.22 1.80  0.099
H: -2.47 4.05 3.57  0.080
C: 4.41 -6.58 1.83  -0.101
O: 4.17 -5.63 0.80  -0.262
C: 5.35 -5.31 0.07  -0.224
C: 5.03 -4.27 -0.98  -0.150
N: 4.60 -2.93 -0.45  -0.120
C: 5.74 -2.16 0.05  -0.181
C: 5.38 -0.70 0.11  -0.207
O: 4.23 -0.58 0.91  -0.233
C: 3.52 0.69 0.83  -0.067
H: 3.46 -6.91 2.31  0.103
H: 5.09 -6.18 2.62  0.075
H: 4.95 -7.46 1.41  0.095
H: 5.53 -6.23 -0.47  0.122
H: 6.19 -5.16 0.74  0.131
H: 4.16 -4.72 -1.44  0.127
H: 5.97 -4.26 -1.59  0.139
H: 4.21 -2.48 -1.30  0.099
H: 6.57 -2.30 -0.59  0.105
H: 5.97 -2.59 1.06  0.133
H: 5.19 -0.34 -0.91  0.126
H: 6.23 -0.14 0.52  0.142
H: 2.55 0.47 1.29  0.057
H: 3.34 1.10 -0.18  0.084
H: 4.06 1.49 1.40  0.078
C: 2.85 -0.19 3.94  -0.111
O: 2.32 -1.26 3.16  -0.218
C: 1.11 -1.78 3.74  -0.196
C: 0.48 -2.65 2.72  -0.158
N: 1.46 -3.73 2.49  -0.098
C: 0.95 -5.04 2.02  -0.146
C: 0.20 -4.84 0.74  -0.190
O: 1.24 -4.43 -0.18  -0.281
C: 0.83 -4.30 -1.55  -0.091
H: 2.09 0.54 4.13  0.063
H: 3.61 0.32 3.42  0.055
H: 3.28 -0.45 4.89  0.084
H: 0.36 -0.96 3.86  0.121
H: 1.28 -2.20 4.76  0.145
H: 0.13 -2.12 1.81  0.090
H: -0.32 -3.21 3.27  0.123
H: 1.91 -3.94 3.35  0.050
H: 0.32 -5.55 2.75  0.138
H: 1.77 -5.68 1.77  0.089
H: -0.65 -4.16 0.75  0.093
H: -0.11 -5.86 0.46  0.130
H: 1.03 -5.27 -2.02  0.093
H: 1.41 -3.54 -2.06  0.074
H: -0.26 -4.13 -1.66  0.093



The following is a quantum chemistry calculation of a cluster of 3 separate species, C5H14O2 in total in a non-equilibrium geometry, from the OMol25 dataset.

Computed properties:
- Gap between HOMO and LUMO (spin up / spin down): 2.3 / 8.9 eV
- Expectation value of S²: 0.75
- Total charge: -1
- ΔE to the lowest compared entry with this formula, charge and spin: 1.011 eV
- E_tot: -9504.851 eV
- Spin multiplicity: 2

Each line ends with the Löwdin charge.
Positions of all 21 atoms, in Å:
C: 0.06 2.58 0.94  -0.209
C: -0.62 1.33 0.33  -0.321
C: 0.12 0.69 -0.79  -0.230
C: 1.13 -0.13 -0.63  -0.257
C: 1.80 -0.80 -1.78  -0.142
H: -0.63 3.05 1.65  0.043
H: 0.40 3.28 0.17  0.054
H: 0.86 2.25 1.56  0.012
H: -1.62 1.58 0.01  0.075
H: -0.73 0.62 1.14  0.055
H: -0.45 0.67 -1.72  0.067
H: 1.53 -0.15 0.38  0.072
H: 1.51 -0.30 -2.70  0.055
H: 1.54 -1.84 -1.85  0.032
H: 2.89 -0.74 -1.70  0.057
H: -0.57 -1.31 2.64  -0.010
H: -0.58 -2.40 1.65  -0.008
O: -0.62 -2.29 2.62  -0.185
H: -1.66 -1.45 -1.04  0.006
H: -2.25 -2.77 -0.61  0.034
O: -2.10 -1.86 -0.26  -0.199



Question: Which of these has the lowest E_tot?
Answer: C69H176F6HgN12O26S2



Question: The highest E_tot belongs to which entry?
Answer: C5H14O2



Question: The highest E_tot belongs to which entry?
Answer: C5H14O2